# 1
The following is a quantum chemistry calculation of the ion C4H11N2O with charge +1 at a distorted geometry, from the Open Molecules 2025 dataset.

Results
HOMO (Eh): -0.51524
Net charge: +1
Electronic energy (eV): -9346.999
Relative energy (zero: lowest compared OMol25 entry of this formula, charge and spin) (kJ/mol): 179.2
SMILES string: [NH3+]CCNCC=O

Last column: natural (NBO) charge in e.
Atoms and positions in Å:
H -0.798 1.658 2.226  0.441
C 0.948 -0.462 -1.458  -0.357
O 1.861 1.121 0.122  -0.558
H -1.374 -0.562 2.265  0.238
C 1.985 0.485 -0.894  0.471
C -1.003 -0.911 -0.004  -0.246
H 1.189 -1.476 -1.134  0.228
N -0.413 -0.029 -1.042  -0.651
C -0.754 -0.297 1.418  -0.249
H -0.990 -0.158 -1.864  0.394
H -1.510 1.627 0.745  0.442
H -0.533 -1.904 -0.038  0.211
H 0.235 -0.674 1.796  0.237
H -2.110 -1.078 -0.125  0.228
H 0.075 1.456 0.770  0.481
H 1.071 -0.531 -2.592  0.245
N -0.754 1.195 1.309  -0.695
H 2.876 0.542 -1.499  0.140

=====

# 2
The following is a quantum chemistry calculation of the ion C4H11N2O with charge +1 at a distorted geometry, from the Open Molecules 2025 dataset.

Results
HOMO (Eh): -0.51766
Net charge: +1
Electronic energy (eV): -9347.567
Relative energy (zero: lowest compared OMol25 entry of this formula, charge and spin) (kJ/mol): 124.5
SMILES string: CCNC(=O)C[NH3+]

Last column: natural (NBO) charge in e.
Atoms and positions in Å:
N 2.137 1.331 0.559  -0.677
C 0.746 0.791 0.293  -0.324
H 2.422 1.162 1.517  0.442
H -2.176 0.484 -0.875  0.221
O 2.079 -0.648 -0.976  -0.606
C 0.942 -0.457 -0.581  0.655
H 2.900 0.976 -0.041  0.480
C -2.282 -0.145 0.012  -0.631
C -1.350 -1.356 -0.122  -0.221
H -3.332 -0.349 0.187  0.253
H -1.922 0.427 0.865  0.195
H 0.179 1.531 -0.268  0.258
H -1.784 -2.290 -0.453  0.236
H -0.932 -1.552 0.869  0.190
H 0.335 0.738 1.291  0.245
H 2.161 2.338 0.364  0.444
N -0.138 -1.128 -0.985  -0.586
H 0.014 -1.851 -1.655  0.426

=====

# 3
The following is a quantum chemistry calculation of a cluster of 2 separate species, C4H11N2O in total at a distorted geometry, from the Open Molecules 2025 dataset.

Results
HOMO (spin up / spin down) (Eh): -0.43535 / -0.45437
Net charge: +1
Electronic energy (eV): -9340.139
Relative energy (zero: lowest compared OMol25 entry of this formula, charge and spin) (kJ/mol): 841.2

Last column: natural (NBO) charge in e.
Atoms and positions in Å:
N 1.715 0.008 -0.444  -0.219
H 1.905 -1.825 -1.007  0.258
H -1.248 -0.167 -1.468  0.249
C 2.572 0.974 0.113  -0.451
H 2.175 1.932 -0.197  0.216
H -1.170 1.135 1.315  0.153
H 2.345 -1.517 0.849  0.191
H 2.527 0.900 1.102  0.193
C -0.677 0.486 0.615  0.092
H 0.696 -1.687 -0.100  0.246
H -3.368 1.245 -0.443  0.465
O -1.056 -0.801 0.679  -0.432
H 3.468 0.670 -0.426  0.238
C -1.616 -0.013 -0.366  0.089
N -3.104 0.232 -0.198  -0.717
C 1.661 -1.300 -0.061  -0.497
H -3.607 -0.475 -0.776  0.469
H -3.219 0.204 0.814  0.458

=====

# 4
The following is a quantum chemistry calculation of a cluster of 2 separate species, C4H11N2O in total at a distorted geometry, from the Open Molecules 2025 dataset.

Results
HOMO (Eh): -0.47189
Net charge: +1
Electronic energy (eV): -9344.051
Relative energy (zero: lowest compared OMol25 entry of this formula, charge and spin) (kJ/mol): 463.7

Last column: natural (NBO) charge in e.
Atoms and positions in Å:
C -2.598 0.535 0.184  -0.253
H -0.962 0.044 -1.165  0.391
H -2.823 1.152 1.111  0.218
H 1.498 -1.817 -1.415  0.391
H -1.619 -0.947 1.581  0.201
C 1.926 -0.182 -0.338  -0.344
N -1.246 0.204 -0.238  -0.653
H 1.887 -0.782 0.608  0.248
N 1.143 -0.890 -1.347  -0.827
C 1.408 1.189 -0.040  0.564
H 2.936 0.103 -0.653  0.247
C -1.954 -0.834 0.480  -0.253
H -2.286 -1.703 -0.109  0.218
H -3.397 0.554 -0.583  0.215
H 1.207 -0.601 -2.329  0.387
O 1.476 1.786 1.054  -0.508
H 0.917 1.710 -0.865  0.224
H 1.872 1.266 1.807  0.535